#i
Below is a molecular structure, C9H10N2O2, with properties calculated with the ωB97M-V functional and the def2-TZVPD basis.

Positions of all 23 atoms, in Å:
1 O -1.38 0.50 -1.71
2 C -1.83 0.17 -0.63
3 N -2.44 2.21 0.06
4 H 3.48 0.80 1.59
5 N -2.26 0.93 0.38
6 H -3.23 -1.14 1.13
7 O -2.93 -1.80 0.50
8 H 2.68 -0.61 -2.37
9 H 1.18 0.24 2.25
10 C -1.79 -1.33 -0.11
11 C 0.62 -0.53 0.33
12 H -2.56 2.83 0.85
13 H -1.00 -0.55 1.75
14 H -1.51 -2.00 -0.92
15 C 2.80 0.36 0.87
16 H 0.40 -1.21 -1.71
17 H -1.91 2.55 -0.75
18 C -0.72 -0.80 0.74
19 C 2.35 -0.43 -1.35
20 C 3.22 0.13 -0.43
21 H 4.23 0.40 -0.73
22 C 1.07 -0.78 -0.98
23 C 1.52 0.04 1.24

As for the multiplicity: 1. The calculation puts the gap between HOMO and LUMO (alpha / beta) at 0.2542 / 0.2553 hartree. The calculation puts the LUMO energy (alpha / beta) at -0.82 / -0.82 eV.

***

#ii
Below is C9H10N2O2 in the gas phase, with properties calculated with the ωB97M-V functional and the def2-TZVPD basis.

Positions of all 23 atoms, in Å:
1 H 1.99 -1.59 -0.58
2 C 0.44 -1.07 3.25
3 H 2.80 -0.15 -0.10
4 C 0.93 -0.44 1.07
5 H 0.69 -1.52 4.18
6 H -2.18 0.53 1.90
7 C -1.27 -0.04 2.03
8 C -0.18 -0.03 -1.35
9 C -0.84 -0.55 3.18
10 H 2.37 -1.32 2.36
11 H -1.64 -0.48 3.96
12 H 1.13 1.15 -3.37
13 H -2.31 0.97 -1.47
14 O 1.17 0.19 -1.17
15 C -0.68 0.75 -2.57
16 C 1.35 -0.98 2.21
17 N -1.93 1.14 -2.46
18 H -0.42 -1.14 -1.40
19 H -0.10 1.83 -4.10
20 C -0.36 0.01 0.98
21 C 1.81 -0.54 -0.14
22 N 0.17 0.89 -3.62
23 O -0.83 0.41 -0.19

As for the SMILES: [H]/N=C(/N)[C@H]1OCc2ccccc2O1. As for the multiplicity: 1. The calculation puts the gap between HOMO and LUMO at 0.3455 hartree. The calculation puts the LUMO energy at 0.76 eV.

***

The winner here is #ii, beating the second structure by 23.7 kcal/mol.